[1]
The following is a quantum chemistry calculation of a molecular structure, C5H13AgFO7 in a non-equilibrium geometry, from the OMol25 dataset.

Output
Net charge = -1
Frontier orbital gap = 0.26942 Ha
HOMO = -4.632 eV
ΔE to the lowest compared entry with this formula, charge and spin = 0.8304 eV

Cartesian coordinates (Å):
Ag 0.265 -1.528 -0.316
O 1.133 -0.204 -2.196
O -0.458 -1.158 2.150
C -1.402 2.042 -0.556
H -3.315 2.680 0.111
C 0.747 -0.845 2.834
H 0.084 0.889 -1.197
C 1.653 -1.002 -3.024
O 2.272 -0.407 -4.126
F -0.950 -3.418 -0.723
H 1.246 -1.734 3.242
H -3.042 0.237 -1.228
H 2.943 -1.180 1.186
O -0.629 0.864 -0.529
H -1.079 -1.470 2.815
H 0.521 -0.225 3.719
C -2.771 1.743 -0.022
H 1.056 0.873 1.664
O 2.193 -0.676 0.858
C 1.654 0.013 1.971
H -2.713 1.176 0.912
H -1.494 2.484 -1.555
O 1.671 -2.231 -2.984
O -3.543 1.024 -0.975
H -0.886 2.815 0.041
H 2.447 0.423 2.610
H 2.397 -1.186 -4.682

---

[2]
The following is a quantum chemistry calculation of a molecular structure, C18H18N9OS4W, from the OMol25 dataset.

Output
Net charge = +2
Spin multiplicity = 2
Frontier orbital gap (spin up / spin down) = 0.21280 / 0.21547 Ha
HOMO (spin up / spin down) = -14.657 / -14.657 eV
⟨S²⟩ = 0.789
ΔE to the lowest compared entry with this formula, charge and spin = 0.0000 eV

Cartesian coordinates (Å):
N -1.865 -1.853 -1.985
C -1.459 0.798 3.916
H 2.016 2.110 3.121
C 4.877 0.232 -0.220
N -0.253 0.542 3.111
N -2.210 -3.851 -2.805
H 0.705 -0.072 4.838
H -3.030 -0.267 4.921
C -2.265 -2.560 -3.060
S -1.642 0.438 -3.632
H -1.119 1.314 4.813
C 3.589 0.268 0.275
C 0.998 0.363 3.884
N -1.792 2.632 -6.600
H -2.579 -2.143 -4.001
C 1.152 0.006 -0.055
H -2.112 1.486 3.383
W -1.664 0.210 -1.274
N 0.943 0.336 1.193
H 6.113 -0.146 -1.932
H 1.080 2.412 4.595
H -2.553 -0.998 3.385
N -1.725 5.556 -3.590
H 5.711 0.476 0.424
C -1.720 3.027 -3.107
C 5.102 -0.118 -1.548
H -1.665 -5.816 -1.506
N -1.779 -3.875 -1.562
O 0.197 -0.306 -0.896
S -1.701 2.550 -1.462
C 1.714 1.690 4.080
N -1.566 -2.724 -1.024
C -1.726 4.428 -3.376
C 4.038 -0.433 -2.385
C 2.513 -0.047 -0.563
H -0.870 -5.022 -0.250
C -3.776 0.197 -1.107
C -0.225 0.486 1.802
C 2.746 -0.398 -1.899
N -1.683 -5.036 -0.856
H 4.222 -0.702 -3.416
H 1.626 -0.352 3.360
H 2.605 1.536 4.687
H -1.523 -1.174 4.814
H 3.402 0.540 1.304
C -1.727 2.082 -4.087
S -5.268 0.201 -0.950
C -1.769 2.392 -5.477
H 1.915 -0.638 -2.548
C -2.181 -0.491 4.277
S -1.817 0.714 0.992

---

[3]
The following is a quantum chemistry calculation of C6H13NO in the gas phase in a non-equilibrium geometry, from the OMol25 dataset.

Output
Net charge = 0
Frontier orbital gap = 0.36054 Ha
SMILES string = C=C(C)[C@@H](C)N(C)O
HOMO = -8.883 eV
ΔE to the lowest compared entry with this formula, charge and spin = 3.3439 eV

Cartesian coordinates (Å):
C 0.252 -0.068 0.978
C 1.205 0.530 1.988
H 2.010 1.094 1.508
H -2.393 -0.241 -2.302
C -0.557 -1.052 1.409
C 1.495 -0.396 -1.170
H -0.558 -1.361 2.452
C -1.763 -0.411 -1.422
H 0.851 1.448 -0.381
H -2.430 -0.385 -0.553
H -1.340 -1.415 -1.530
H 1.685 -0.259 2.580
H 1.253 -1.463 -1.180
C 0.420 0.439 -0.459
O -1.417 1.857 -1.040
N -0.736 0.611 -1.354
H -1.535 1.829 -0.073
H 0.671 1.204 2.664
H -1.210 -1.623 0.763
H 2.465 -0.273 -0.672
H 1.631 -0.065 -2.206